{
  "formula": "C13H37B2N2O6",
  "method": "wB97M-V/def2-TZVPD",
  "largest_force_ev_per_a": 2.461,
  "charge": -1,
  "gap_ev": 6.6,
  "energy_ev": -30697.076,
  "elements": ["B", "B", "O", "O", "C", "H", "H", "H", "H", "H", "H", "H", "C", "O", "C", "C", "N", "C", "C", "O", "C", "H", "H", "H", "H", "H", "H", "H", "H", "H", "H", "H", "H", "H", "H", "H", "C", "O", "C", "C", "N", "C", "C", "O", "C", "H", "H", "H", "H", "H", "H", "H", "H", "H", "H", "H", "H", "H", "H", "H"],
  "coordinates": [[-2.8086, 0.5157, -4.4353], [-2.9350, -0.4406, -3.0987], [-4.2941, -0.5118, -2.4613], [-1.8522, -1.1932, -2.4386], [-0.8314, -1.6652, -3.3857], [-3.6112, 1.4061, -4.4270], [-3.1129, -0.1455, -5.3881], [-1.6993, 0.8984, -4.5701], [-4.7528, -1.3688, -2.7055], [-0.3131, -2.6087, -2.8698], [0.0145, -0.8532, -3.4711], [-1.2427, -2.0525, -4.4110], [4.7729, -2.2502, 1.8304], [4.0942, -1.0303, 1.5612], [4.9510, -0.0107, 1.0295], [4.6318, 0.2526, -0.4520], [5.0491, -0.8696, -1.2969], [4.5293, -0.8047, -2.6688], [2.9985, -0.8439, -2.8518], [2.4010, -2.0955, -2.5043], [2.1271, -2.2527, -1.1193], [4.1023, -2.8903, 2.4104], [5.0196, -2.7707, 0.9027], [5.6814, -2.0787, 2.4180], [6.0112, -0.2406, 1.1792], [4.7301, 0.9015, 1.5955], [5.1532, 1.1600, -0.7751], [3.5557, 0.4298, -0.5295], [4.7253, -1.7371, -0.8807], [4.9529, -1.6630, -3.2011], [4.9266, 0.0936, -3.1548], [2.8007, -0.7119, -3.9221], [2.4882, -0.0143, -2.3518], [1.8643, -1.3089, -0.6339], [2.9786, -2.7172, -0.6229], [1.2800, -2.9396, -1.0161], [-4.0456, 3.2116, 4.2853], [-3.9392, 1.7941, 4.3139], [-4.8184, 1.1412, 3.3881], [-4.0238, 0.5168, 2.2285], [-3.4716, 1.5455, 1.3431], [-2.4824, 1.0352, 0.3851], [-1.1947, 0.4095, 0.9582], [-0.3313, 1.3445, 1.6100], [-0.6693, 1.6135, 2.9633], [-3.5009, 3.6097, 5.1459], [-3.5908, 3.6173, 3.3794], [-5.0901, 3.5335, 4.3581], [-5.6066, 1.8086, 3.0239], [-5.3050, 0.3325, 3.9453], [-4.6864, -0.1373, 1.6514], [-3.2322, -0.0975, 2.6662], [-3.0219, 2.2612, 1.9053], [-2.1922, 1.8849, -0.2421], [-2.9716, 0.3101, -0.2750], [-0.6202, 0.0239, 0.1076], [-1.3903, -0.4557, 1.6000], [-1.1013, 0.7453, 3.4682], [-1.3467, 2.4654, 3.0143], [0.2468, 1.8982, 3.4922]],
  "lowdin_charge": [-0.400, -0.560, -0.046, -0.127, -0.127, -0.022, -0.019, -0.034, 0.083, 0.086, 0.099, 0.108, -0.118, -0.196, -0.203, -0.205, -0.061, -0.197, -0.217, -0.196, -0.098, 0.089, 0.072, 0.084, 0.115, 0.118, 0.120, 0.102, 0.063, 0.114, 0.113, 0.122, 0.112, 0.089, 0.063, 0.086, -0.120, -0.204, -0.206, -0.205, -0.049, -0.170, -0.202, -0.186, -0.109, 0.085, 0.073, 0.084, 0.117, 0.114, 0.125, 0.096, 0.060, 0.129, 0.106, 0.113, 0.108, 0.086, 0.064, 0.083]
}

***

{
  "formula": "C42H92N8O23S3",
  "method": "wB97M-V/def2-TZVPD",
  "largest_force_ev_per_a": 5.153,
  "gap_ev": 8.9,
  "energy_ev": -136558.694,
  "elements": ["C", "C", "O", "N", "C", "H", "H", "H", "H", "H", "H", "H", "C", "C", "O", "N", "C", "H", "H", "H", "H", "H", "H", "H", "C", "C", "O", "N", "C", "H", "H", "H", "H", "H", "H", "H", "C", "C", "O", "N", "C", "H", "H", "H", "H", "H", "H", "H", "C", "C", "O", "N", "C", "H", "H", "H", "H", "H", "H", "H", "C", "C", "O", "N", "C", "H", "H", "H", "H", "H", "H", "H", "C", "C", "O", "N", "C", "H", "H", "H", "H", "H", "H", "H", "C", "C", "O", "N", "C", "H", "H", "H", "H", "H", "H", "H", "C", "C", "O", "S", "O", "O", "O", "H", "H", "H", "H", "C", "C", "O", "S", "O", "O", "O", "H", "H", "H", "H", "C", "C", "O", "S", "O", "O", "O", "H", "H", "H", "H", "C", "C", "C", "O", "C", "H", "H", "H", "H", "H", "H", "H", "H", "C", "C", "C", "O", "C", "H", "H", "H", "H", "H", "H", "H", "H", "C", "C", "C", "O", "C", "H", "H", "H", "H", "H", "H", "H", "H"],
  "coordinates": [[23.2238, 15.7087, 6.9624], [22.3950, 14.3965, 7.0416], [22.8768, 13.5436, 7.7505], [21.2353, 14.4405, 6.4699], [20.3488, 13.2912, 6.4642], [23.0587, 16.3605, 7.8203], [22.8915, 16.2923, 6.1039], [24.2709, 15.4498, 6.8056], [21.0293, 15.1774, 5.8106], [20.6472, 12.5189, 5.7552], [19.4176, 13.7040, 6.0764], [20.1803, 12.9298, 7.4787], [17.6943, 18.9495, 2.3512], [18.5722, 17.7032, 2.2875], [19.4425, 17.4122, 3.1043], [18.2987, 16.8295, 1.3158], [18.8914, 15.4803, 1.1555], [17.3830, 19.1747, 3.3713], [16.8815, 18.8422, 1.6329], [18.2892, 19.8242, 2.0882], [17.4275, 16.9597, 0.8217], [19.9801, 15.4340, 1.1280], [18.5658, 14.9192, 0.2795], [18.5418, 14.8584, 1.9796], [13.7151, 12.9416, -1.4665], [13.2721, 14.3875, -1.7418], [13.9591, 15.2770, -1.3167], [12.1575, 14.5114, -2.4399], [11.6751, 15.7880, -2.9604], [14.7959, 12.9500, -1.6077], [13.3118, 12.2181, -2.1750], [13.4805, 12.6924, -0.4316], [11.7380, 13.7472, -2.9499], [10.6101, 15.8132, -3.1914], [12.2246, 15.9239, -3.8919], [11.9711, 16.6064, -2.3042], [26.1113, 11.7064, -3.0039], [25.6741, 13.0673, -2.3904], [24.5753, 13.2067, -1.8496], [26.5580, 14.0884, -2.5753], [27.7341, 14.1692, -3.4766], [25.4396, 10.9615, -2.5772], [27.0796, 11.3125, -2.6952], [25.9458, 11.7937, -4.0778], [26.3326, 15.0043, -2.2141], [27.5103, 13.8462, -4.4933], [28.6198, 13.6510, -3.1089], [28.1597, 15.1613, -3.6275], [24.4512, 11.8556, 3.1556], [25.9488, 12.3120, 3.1564], [26.8368, 11.5245, 3.4969], [26.1676, 13.6080, 2.9038], [27.4733, 14.2614, 2.9961], [24.3173, 11.4854, 4.1720], [24.2107, 11.0922, 2.4156], [23.8176, 12.7145, 2.9344], [25.4503, 14.0894, 2.3806], [28.1781, 13.7471, 3.6493], [27.3239, 15.2457, 3.4400], [27.8065, 14.3816, 1.9652], [15.0882, 19.9243, -3.5823], [15.2861, 19.0419, -4.7827], [15.0035, 19.4137, -5.9112], [15.8202, 17.8606, -4.5422], [16.1086, 16.8740, -5.5579], [15.4495, 20.9066, -3.8867], [15.4511, 19.4645, -2.6631], [14.0208, 20.0408, -3.3946], [15.9664, 17.4634, -3.6252], [16.9761, 16.2694, -5.2935], [16.2313, 17.3362, -6.5374], [15.3278, 16.1234, -5.6809], [16.2552, 19.3247, 11.9746], [17.2807, 18.5711, 11.1735], [17.5889, 17.4061, 11.4772], [17.9506, 19.2647, 10.2832], [19.0902, 18.7646, 9.5484], [15.2221, 19.1483, 11.6749], [16.3842, 20.3947, 11.8120], [16.4463, 19.1695, 13.0365], [17.8567, 20.2663, 10.3725], [19.2432, 17.6896, 9.6435], [20.0238, 19.2450, 9.8412], [19.0213, 18.9367, 8.4743], [22.1293, 14.1501, -6.5210], [22.3046, 15.4477, -5.8107], [22.9849, 16.3326, -6.3787], [21.7671, 15.5563, -4.5928], [21.9117, 16.7361, -3.7365], [21.3488, 13.6761, -5.9258], [23.0564, 13.6364, -6.7754], [21.6885, 14.4261, -7.4790], [21.2013, 14.8498, -4.1444], [22.4651, 16.5176, -2.8232], [20.9699, 16.9737, -3.2419], [22.3079, 17.6008, -4.2689], [17.1037, 7.3585, 5.5656], [15.6882, 6.8536, 5.1114], [15.3273, 7.7507, 4.0646], [16.6368, 8.3184, 3.2227], [16.6787, 9.7662, 3.3045], [16.7749, 7.6432, 1.8942], [17.7500, 7.7336, 4.3550], [17.6464, 6.5556, 6.0646], [16.9360, 8.2503, 6.1695], [15.0064, 6.8991, 5.9607], [15.6708, 5.8239, 4.7544], [23.2804, 22.5260, 6.3031], [22.0276, 22.9287, 5.5529], [21.3423, 23.8514, 6.3570], [21.8195, 23.8110, 7.9765], [20.6628, 23.4744, 8.8365], [22.5883, 24.9828, 8.3802], [22.7734, 22.4079, 7.6669], [24.1414, 23.1750, 6.1429], [23.5771, 21.5134, 6.0299], [21.3685, 22.0960, 5.3077], [22.3451, 23.4277, 4.6373], [18.2975, 26.0568, 0.9419], [17.5183, 25.1678, -0.0562], [18.4048, 24.8907, -1.1285], [19.9087, 24.6253, -0.4666], [21.0109, 25.2683, -1.2355], [20.0230, 23.1769, -0.0953], [19.5733, 25.4847, 0.9531], [17.9400, 26.0382, 1.9715], [18.4827, 27.0157, 0.4579], [16.7343, 25.8054, -0.4648], [17.1557, 24.2921, 0.4820], [17.8912, 9.0172, -4.3724], [19.2476, 8.8883, -3.6871], [19.3800, 10.2590, -2.9592], [18.6576, 11.1363, -3.8014], [17.8645, 10.4356, -4.7932], [17.1157, 8.6779, -3.6857], [17.7256, 8.3662, -5.2309], [20.0755, 8.8254, -4.3933], [19.2634, 7.9758, -3.0911], [20.4250, 10.5646, -2.9064], [18.8544, 10.2013, -2.0060], [18.3634, 10.5160, -5.7590], [16.8147, 10.7235, -4.8499], [14.3740, 25.2714, 6.1517], [13.5525, 25.5843, 7.4228], [14.2149, 24.7546, 8.5527], [15.1738, 23.9158, 7.8540], [15.6702, 24.7038, 6.7800], [14.4757, 26.1731, 5.5478], [13.8579, 24.5422, 5.5272], [12.4966, 25.3172, 7.4660], [13.5751, 26.6522, 7.6398], [13.4867, 24.1416, 9.0837], [14.6917, 25.3680, 9.3173], [16.1933, 24.0514, 6.0809], [16.4605, 25.3756, 7.1150], [13.6742, 17.5143, 6.3664], [13.2696, 17.0368, 4.9480], [14.0217, 15.7358, 4.7524], [14.2948, 15.3179, 6.0982], [14.6522, 16.4129, 6.9014], [12.7655, 17.5583, 6.9667], [14.0376, 18.5412, 6.3290], [13.3278, 17.8294, 4.2019], [12.2278, 16.7192, 4.9917], [14.9866, 15.8881, 4.2688], [13.4670, 14.9775, 4.1998], [15.7114, 16.5707, 6.6983], [14.6602, 16.2784, 7.9830]],
  "lowdin_charge": [-0.003, -0.607, 0.048, 0.009, -0.054, 0.077, 0.056, 0.076, 0.140, 0.085, 0.081, 0.092, 0.007, -0.564, 0.013, 0.005, -0.055, 0.082, 0.070, 0.080, 0.123, 0.081, 0.077, 0.080, 0.003, -0.605, 0.042, 0.005, -0.057, 0.078, 0.068, 0.084, 0.137, 0.083, 0.081, 0.083, -0.005, -0.528, 0.009, 0.013, -0.082, 0.074, 0.077, 0.080, 0.129, 0.079, 0.076, 0.079, 0.006, -0.539, 0.013, -0.009, -0.059, 0.081, 0.075, 0.059, 0.130, 0.088, 0.075, 0.080, 0.000, -0.594, 0.035, 0.008, -0.071, 0.089, 0.072, 0.081, 0.136, 0.080, 0.087, 0.076, -0.003, -0.571, 0.010, 0.009, -0.065, 0.084, 0.066, 0.089, 0.136, 0.085, 0.083, 0.076, -0.005, -0.564, -0.003, 0.015, -0.060, 0.070, 0.091, 0.086, 0.135, 0.076, 0.073, 0.087, -0.168, -0.169, -0.213, 0.766, -0.249, -0.269, -0.215, 0.134, 0.128, 0.129, 0.126, -0.167, -0.214, -0.208, 0.788, -0.269, -0.250, -0.213, 0.131, 0.133, 0.134, 0.133, -0.188, -0.193, -0.195, 0.803, -0.259, -0.283, -0.224, 0.140, 0.131, 0.135, 0.132, -0.208, -0.158, -0.192, -0.154, -0.202, 0.114, 0.114, 0.107, 0.108, 0.117, 0.115, 0.119, 0.118, -0.148, -0.167, -0.180, -0.151, -0.211, 0.100, 0.106, 0.101, 0.101, 0.111, 0.110, 0.112, 0.118, -0.143, -0.171, -0.192, -0.160, -0.193, 0.099, 0.097, 0.105, 0.102, 0.109, 0.121, 0.108, 0.118]
}